Record 1
Formula: C2H2Cl2O2S
Source: the Open Molecules 2025 dataset
Level of theory: ωB97M-V/def2-TZVPD

Summary:
- Frontier orbital gap: 0.3336 hartree
- HOMO: -9.63 eV
- Energy: -42078.9128 eV
- Energy relative to the best compared isomer or geometry (same formula, charge and spin): 51.7 kcal/mol
- Maximum force: 4.3 eV/A

Positions of all 9 atoms, in Å:
1 C 0.933 -0.388 0.207
2 C -0.278 0.765 -0.279
3 O 1.037 -2.878 0.687
4 O -1.277 0.133 -0.881
5 S 0.124 -1.782 0.390
6 Cl -0.780 1.322 1.354
7 Cl 0.395 2.161 -1.084
8 H 1.870 0.025 0.682
9 H -2.024 0.643 -1.076

Results of the Mulliken charge analysis, in e, for atoms 1 through 5: number 1, C, carries -0.34; number 2, C, carries 0.46; number 3, O, carries -0.50; number 4, O, carries -0.40; number 5, S, carries 0.40

***

Record 2
Formula: C2H2Cl3I
Source: the Open Molecules 2025 dataset
Level of theory: ωB97M-V/def2-TZVPD

Summary:
- Frontier orbital gap: 0.3390 hartree
- HOMO: -9.38 eV
- Energy: -47771.8183 eV
- Energy relative to the best compared isomer or geometry (same formula, charge and spin): 49.5 kcal/mol
- Maximum force: 4.4 eV/A

Positions of all 8 atoms, in Å:
1 C 0.121 0.846 -0.600
2 C -0.131 -0.754 0.822
3 Cl 0.086 -2.227 -0.136
4 Cl -1.832 -0.452 1.487
5 Cl 1.118 -0.358 1.982
6 I 0.507 0.210 -2.595
7 H -0.885 1.404 -0.550
8 H 1.016 1.331 -0.410

Results of the Mulliken charge analysis, in e, for atoms 1 through 5: number 1, C, carries -0.80; number 2, C, carries 0.30; number 3, Cl, carries -0.09; number 4, Cl, carries -0.14; number 5, Cl, carries -0.10

***

Record 3
Formula: C2H2Cl3O2P
Source: the Open Molecules 2025 dataset
Level of theory: ωB97M-V/def2-TZVPD

Summary:
- Frontier orbital gap: 0.3239 hartree
- HOMO: -10.67 eV
- Energy: -53057.8340 eV
- Energy relative to the best compared isomer or geometry (same formula, charge and spin): 38.7 kcal/mol
- Maximum force: 5.8 eV/A

Positions of all 10 atoms, in Å:
1 C -1.281 0.841 0.467
2 C -1.021 -0.346 -0.282
3 O -1.994 0.973 1.401
4 O 1.986 0.391 1.115
5 P 1.404 -0.420 0.124
6 Cl -0.305 2.195 -0.147
7 Cl 2.099 -0.010 -1.775
8 Cl 1.615 -2.410 0.444
9 H -1.710 -1.120 -0.103
10 H -0.795 -0.095 -1.244

Results of the Mulliken charge analysis, in e, for atoms 1 through 5: number 1, C, carries 0.69; number 2, C, carries -0.99; number 3, O, carries -0.45; number 4, O, carries -0.41; number 5, P, carries 0.85

***

Record 4
Formula: C2H2Cl3O2S
Source: the Open Molecules 2025 dataset
Level of theory: ωB97M-V/def2-TZVPD

Summary:
- Frontier orbital gap (spin up / spin down): 0.2711 / 0.2710 hartree
- Net charge: -1
- HOMO (spin up / spin down): -4.49 / -4.48 eV
- Energy: -54603.9854 eV
- Energy relative to the best compared isomer or geometry (same formula, charge and spin): 36.1 kcal/mol
- Maximum force: 2.6 eV/A

Positions of all 10 atoms, in Å:
1 C -1.450 -0.054 -0.193
2 C -0.168 0.671 -0.046
3 O 1.411 -1.649 0.408
4 O 0.508 0.733 1.098
5 S 1.774 -0.276 0.195
6 Cl -2.825 0.502 0.951
7 Cl 4.162 -0.762 -0.104
8 Cl -0.090 2.106 -1.080
9 H -1.841 -0.096 -1.166
10 H -1.482 -1.175 -0.063

Results of the Mulliken charge analysis, in e, for atoms 1 through 5: number 1, C, carries -0.57; number 2, C, carries 0.40; number 3, O, carries -0.44; number 4, O, carries -0.40; number 5, S, carries 0.53

***

Record 5
Formula: C2H2Cl4S
Source: the Open Molecules 2025 dataset
Level of theory: ωB97M-V/def2-TZVPD

Summary:
- Expectation value of S²: 2.01
- Frontier orbital gap (spin up / spin down): 0.2757 / 0.2996 hartree
- 2S+1: 3
- HOMO (spin up / spin down): -6.96 / -9.89 eV
- Energy: -63027.1070 eV
- Maximum force: 4.4 eV/A

Positions of all 9 atoms, in Å:
1 C 0.097 -0.338 -0.482
2 C 2.653 0.093 -0.060
3 S -0.648 0.691 0.657
4 Cl 0.042 -1.984 -0.303
5 Cl 3.517 0.881 -1.314
6 Cl 2.504 1.059 1.445
7 Cl 3.147 -1.505 0.300
8 H 0.405 -0.119 -1.519
9 H -0.610 0.025 1.705

Results of the Mulliken charge analysis, in e, for atoms 1 through 5: number 1, C, carries -0.32; number 2, C, carries 0.30; number 3, S, carries -0.13; number 4, Cl, carries -0.12; number 5, Cl, carries -0.11

***

Record 6
Formula: C2H2Cl6
Source: the Open Molecules 2025 dataset
Level of theory: ωB97M-V/def2-TZVPD

Summary:
- Frontier orbital gap: 0.4184 hartree
- HOMO: -11.04 eV
- Energy: -77239.5654 eV
- Energy relative to the best compared isomer or geometry (same formula, charge and spin): 29.2 kcal/mol
- Maximum force: 2.8 eV/A

Positions of all 10 atoms, in Å:
1 C -11.613 9.152 -15.256
2 Cl -10.184 9.387 -16.292
3 Cl -13.089 9.696 -16.115
4 Cl -11.486 10.275 -13.802
5 H -11.669 8.082 -15.053
6 C -13.494 5.252 -14.926
7 Cl -13.145 4.041 -13.659
8 Cl -13.379 4.625 -16.557
9 Cl -12.436 6.643 -14.835
10 H -14.495 5.632 -14.719

Results of the Mulliken charge analysis, in e, for atoms 1 through 5: number 1, C, carries 0.26; number 2, Cl, carries -0.12; number 3, Cl, carries -0.12; number 4, Cl, carries -0.13; number 5, H, carries 0.05

***

Record 7
Formula: C2H2ClF
Source: the Open Molecules 2025 dataset
Level of theory: ωB97M-V/def2-TZVPD

Summary:
- Frontier orbital gap (spin up / spin down): 0.3020 / 0.3020 hartree
- HOMO (spin up / spin down): -10.55 / -10.55 eV
- Energy: -17342.3268 eV
- Energy relative to the best compared isomer or geometry (same formula, charge and spin): 73.4 kcal/mol
- Maximum force: 3.7 eV/A

Positions of all 6 atoms, in Å:
1 C -0.926 0.140 -0.042
2 C 0.310 -0.367 0.082
3 F 0.742 -1.547 -0.087
4 Cl 2.511 1.047 0.086
5 H -0.823 1.175 -0.074
6 H -1.816 -0.449 0.035

Results of the Mulliken charge analysis, in e, for atoms 1 through 5: number 1, C, carries -0.39; number 2, C, carries 0.21; number 3, F, carries -0.09; number 4, Cl, carries -0.31; number 5, H, carries 0.27

***

Record 8
Formula: C2H2ClFN2S
Source: the Open Molecules 2025 dataset
Level of theory: ωB97M-V/def2-TZVPD

Summary:
- SMILES string: F/C=C/N=[N+](\[S-])Cl
- Frontier orbital gap (spin up / spin down): 0.2868 / 0.2867 hartree
- HOMO (spin up / spin down): -8.99 / -8.99 eV
- Energy: -31157.3906 eV
- Energy relative to the best compared isomer or geometry (same formula, charge and spin): 22.9 kcal/mol
- Maximum force: 3.0 eV/A

Positions of all 9 atoms, in Å:
1 F -1.702 0.508 0.426
2 C -0.422 0.473 0.159
3 C 0.272 -0.588 -0.322
4 N 1.577 -0.743 -0.465
5 N 2.459 0.086 -0.139
6 S 2.441 1.444 0.726
7 Cl 4.038 -0.656 -0.689
8 H -0.131 1.533 0.402
9 H -0.210 -1.551 -0.620

Results of the Mulliken charge analysis, in e, for atoms 1 through 5: number 1, F, carries -0.20; number 2, C, carries -0.09; number 3, C, carries 0.04; number 4, N, carries -0.35; number 5, N, carries 0.27

***

Record 9
Formula: C2H2ClFO2
Source: the Open Molecules 2025 dataset
Level of theory: ωB97M-V/def2-TZVPD

Summary:
- Frontier orbital gap: 0.3977 hartree
- HOMO: -10.99 eV
- Energy: -21439.5253 eV
- Energy relative to the best compared isomer or geometry (same formula, charge and spin): 42.2 kcal/mol
- Maximum force: 5.9 eV/A

Positions of all 8 atoms, in Å:
1 C 0.958 0.508 0.231
2 C -0.228 -0.328 -0.083
3 O 1.028 1.537 0.838
4 O -1.338 0.244 -0.571
5 F -0.669 -0.865 1.144
6 Cl 2.354 -0.205 -0.630
7 H 0.007 -1.363 -0.996
8 H -2.111 0.472 0.068

Results of the Mulliken charge analysis, in e, for atoms 1 through 5: number 1, C, carries 0.52; number 2, C, carries 0.27; number 3, O, carries -0.41; number 4, O, carries -0.50; number 5, F, carries -0.29

***

Record 10
Formula: C2H2ClFOS
Source: the Open Molecules 2025 dataset
Level of theory: ωB97M-V/def2-TZVPD

Summary:
- SMILES string: O=C(S)[C@H](F)Cl
- Frontier orbital gap: 0.3586 hartree
- HOMO: -10.01 eV
- Energy: -30227.1100 eV
- Energy relative to the best compared isomer or geometry (same formula, charge and spin): 34.4 kcal/mol
- Maximum force: 4.4 eV/A

Positions of all 8 atoms, in Å:
1 O -0.502 -1.550 1.337
2 C -0.461 -0.662 0.520
3 S -1.981 0.698 0.687
4 C 0.788 -0.199 -0.394
5 F 0.806 1.144 -0.773
6 Cl 1.110 -1.243 -1.764
7 H -1.572 1.975 0.050
8 H 1.813 -0.162 0.337

Results of the Mulliken charge analysis, in e, for atoms 1 through 5: number 1, O, carries -0.39; number 2, C, carries 0.36; number 3, S, carries -0.27; number 4, C, carries 0.21; number 5, F, carries -0.22

***

Record 11
Formula: C2H2ClIO2S
Source: the Open Molecules 2025 dataset
Level of theory: ωB97M-V/def2-TZVPD

Summary:
- SMILES string: C=C(I)S(=O)(=O)Cl
- Frontier orbital gap: 0.3391 hartree
- HOMO: -9.74 eV
- Energy: -37657.1542 eV
- Energy relative to the best compared isomer or geometry (same formula, charge and spin): 24.1 kcal/mol
- Maximum force: 6.1 eV/A

Positions of all 9 atoms, in Å:
1 C -1.285 -0.881 0.188
2 C 0.149 -0.672 -0.107
3 I 1.626 -2.046 -0.480
4 S 0.621 1.058 0.117
5 O 1.594 1.032 1.106
6 O -0.590 1.862 0.328
7 Cl 1.421 1.519 -1.717
8 H -1.710 -1.927 -0.045
9 H -1.825 0.055 0.609

Results of the Mulliken charge analysis, in e, for atoms 1 through 5: number 1, C, carries -0.49; number 2, C, carries -0.06; number 3, I, carries 0.24; number 4, S, carries 0.94; number 5, O, carries -0.45

***

Record 12
Formula: C2H2ClIO2S
Source: the Open Molecules 2025 dataset
Level of theory: ωB97M-V/def2-TZVPD

Summary:
- Frontier orbital gap: 0.3057 hartree
- HOMO: -8.99 eV
- Energy: -37654.0344 eV
- Energy relative to the best compared isomer or geometry (same formula, charge and spin): 96.0 kcal/mol
- Maximum force: 3.4 eV/A

Positions of all 9 atoms, in Å:
1 C 0.177 -0.112 -0.044
2 C -2.155 -1.130 1.903
3 O 0.470 0.223 1.103
4 O -1.956 -1.535 3.284
5 S -0.834 -0.502 2.754
6 Cl -1.407 1.380 3.301
7 I -0.970 -2.469 0.553
8 H 0.883 -0.659 -0.837
9 H -0.706 0.146 -0.514

Results of the Mulliken charge analysis, in e, for atoms 1 through 5: number 1, C, carries -0.35; number 2, C, carries -0.15; number 3, O, carries -0.53; number 4, O, carries -0.16; number 5, S, carries 0.56